(w)
Density functional theory data (wB97M-V/def2-TZVPD) for a 2-piece molecular cluster, C6H14N2 overall.

Cartesian coordinates (Å):
C -2.8114 0.5735 -0.1044
H 3.5149 -2.0193 -0.0968
H 3.4545 0.0798 -2.2936
H -3.7177 0.0672 0.2589
H -3.3292 0.3318 -2.1610
H 1.8186 0.0508 -2.6648
H -2.3805 -0.5609 2.2036
C 2.3147 -0.3800 -0.7719
H -3.4027 2.0256 -1.6159
H -1.8296 1.3343 -1.9343
C 2.9550 -1.1279 0.1716
C -1.6553 0.5708 0.5664
C -1.5309 0.0591 1.9923
C -2.8515 1.0772 -1.5477
H -0.7440 0.9841 0.1295
N 2.6036 -0.4150 -2.1546
H 1.4903 0.2711 -0.3995
H 3.2607 -0.4334 2.0450
N 2.5470 -0.9858 1.5631
H -1.5984 0.8722 2.7507
H -0.5621 -0.4786 2.0744
H 2.4538 -1.8967 1.9889

Properties
HOMO-LUMO gap   9.33 eV
Structure (SMILES)   C/C=C/C.N/C=C/N

***

(x)
Density functional theory data (wB97M-V/def2-TZVPD) for the molecule C6H14N2.

Cartesian coordinates (Å):
H 0.8981 -0.7507 2.4491
H -0.8903 0.2283 -2.4297
C 1.3463 0.9681 -0.9689
C 0.2515 -0.0422 -0.5981
C -0.3919 -0.5759 -1.8814
H 0.3599 -1.0443 -2.5244
H -0.8158 -0.4665 2.4984
H -1.1365 -1.3477 -1.6733
H -0.2577 2.4833 0.4236
C -0.0316 -0.9551 1.9139
N -0.3789 1.7226 1.0843
H 0.9186 1.8159 -1.5131
H 2.0966 0.5042 -1.6157
H 1.8804 1.3379 -0.0916
H 1.7995 -1.1800 0.4672
H 0.3419 -2.1558 0.0361
H -0.3786 -1.9810 2.0508
N -2.0845 0.2449 0.4010
C 0.7333 -1.1635 0.2535
C -0.8021 0.5245 0.4426
H -1.0847 2.0064 1.7581
H -2.3736 -0.1735 -0.4824

Properties
HOMO-LUMO gap   9.33 eV
Structure (SMILES)   [H]/N=C(/N)C(C)(C)CC

***

Most favorable structure: (w). The second most favorable one is 1.119 eV above it.